Entry 1:
{"formula": "C5H11NSi", "method": "ωB97M-V/def2-TZVPD", "orbital_gap_ev": 8.7, "smiles": "C=C/[SiH]=N/CCC", "fmax_ev_per_a": 4.15, "e_above_lowest_kj_mol": 368.31, "symbols": ["C", "C", "Si", "N", "C", "C", "C", "H", "H", "H", "H", "H", "H", "H", "H", "H", "H", "H"], "positions_angstrom": [[-3.292, -0.147, -1.753], [-3.103, -1.379, -1.309], [-1.516, -1.867, -0.351], [-0.233, -0.902, -0.536], [1.055, -0.477, 0.038], [1.017, 0.773, 0.816], [2.357, 1.488, 1.069], [-4.296, 0.232, -2.092], [-2.460, 0.545, -2.067], [-3.903, -2.018, -1.223], [-1.702, -3.161, 0.181], [1.645, -0.455, -0.839], [1.429, -1.208, 0.722], [0.387, 1.529, 0.235], [0.331, 0.663, 1.797], [2.224, 2.463, 1.509], [3.229, 1.246, 1.806], [2.772, 1.615, 0.100]], "atomic_forces_ev_per_a": [[-0.25, 1.47, -1.96], [2.82, 0.99, 1.16], [0.77, 2.79, -2.29], [-1.27, -0.40, 1.31], [-1.69, -1.84, -0.24], [-2.56, 2.56, 2.03], [1.11, 0.00, 1.68], [0.95, -0.62, 0.38], [-0.72, -0.74, 1.09], [-2.00, -1.41, 0.30], [0.01, -1.28, 0.83], [1.36, 0.48, -0.63], [0.60, -0.97, 0.22], [0.84, -0.79, 0.53], [1.72, -0.11, -1.93], [-0.81, 0.74, -0.36], [-1.70, -1.20, -1.31], [0.81, 0.31, -0.80]], "nbo_charge": [-0.301, -0.670, 1.530, -1.091, -0.226, -0.392, -0.627, 0.190, 0.213, 0.206, -0.225, 0.197, 0.168, 0.207, 0.193, 0.214, 0.211, 0.203]}

***

Entry 2:
{"formula": "C3H4N2O", "method": "ωB97M-V/def2-TZVPD", "orbital_gap_ev": [8.6, 8.6], "fmax_ev_per_a": 0.39, "e_above_lowest_kj_mol": 242.97, "symbols": ["O", "C", "C", "N", "N", "C", "H", "H", "H", "H"], "positions_angstrom": [[-0.432, -2.123, -0.674], [-0.227, -0.991, -0.278], [-1.092, -0.037, 0.386], [-0.304, 0.998, 0.720], [0.927, 1.034, 0.341], [1.030, -0.143, -0.492], [0.837, 0.198, -1.524], [-2.122, -0.098, 0.696], [-0.624, 1.786, 1.277], [2.007, -0.625, -0.451]], "atomic_forces_ev_per_a": [[0.00, 0.35, 0.18], [-0.05, -0.09, -0.14], [0.00, -0.06, 0.04], [0.05, 0.06, -0.01], [-0.29, -0.06, -0.03], [0.09, -0.11, -0.07], [0.25, 0.03, -0.05], [0.14, -0.02, 0.09], [0.00, -0.13, -0.04], [-0.19, 0.02, 0.04]], "nbo_charge": [-0.567, 0.480, -0.258, -0.175, -0.231, -0.395, 0.254, 0.229, 0.416, 0.247]}

***

Entry 3:
{"formula": "C34H91N13O14", "method": "ωB97M-V/def2-TZVPD", "orbital_gap_ev": 8.7, "smiles": "COCCNCCOC.COCCNCCOC.COCCNCCOC.COCCNCCOC.COCCNCCOC.NC(N)=O.NC(N)=O.NC(N)=O.NC(N)=O", "fmax_ev_per_a": 9.89, "e_above_lowest_kj_mol": 456.05, "symbols": ["C", "O", "C", "C", "N", "C", "C", "O", "C", "H", "H", "H", "H", "H", "H", "H", "H", "H", "H", "H", "H", "H", "H", "H", "C", "O", "C", "C", "N", "C", "C", "O", "C", "H", "H", "H", "H", "H", "H", "H", "H", "H", "H", "H", "H", "H", "H", "H", "C", "O", "C", "C", "N", "C", "C", "O", "C", "H", "H", "H", "H", "H", "H", "H", "H", "H", "H", "H", "H", "H", "H", "H", "C", "O", "C", "C", "N", "C", "C", "O", "C", "H", "H", "H", "H", "H", "H", "H", "H", "H", "H", "H", "H", "H", "H", "H", "C", "O", "C", "C", "N", "C", "C", "O", "C", "H", "H", "H", "H", "H", "H", "H", "H", "H", "H", "H", "H", "H", "H", "H", "N", "C", "N", "O", "H", "H", "H", "H", "N", "C", "N", "O", "H", "H", "H", "H", "N", "C", "N", "O", "H", "H", "H", "H", "N", "C", "N", "O", "H", "H", "H", "H"], "positions_angstrom": [[-23.190, -18.019, -15.268], [-22.686, -19.267, -15.592], [-22.858, -20.201, -14.530], [-21.750, -21.259, -14.692], [-20.476, -20.881, -14.023], [-19.650, -19.831, -14.698], [-18.392, -19.368, -13.868], [-17.254, -19.274, -14.747], [-16.496, -20.430, -14.764], [-24.208, -18.114, -14.892], [-23.225, -17.293, -16.080], [-22.614, -17.500, -14.501], [-23.785, -20.767, -14.445], [-22.731, -19.804, -13.523], [-21.409, -21.440, -15.711], [-22.118, -22.209, -14.305], [-19.969, -21.732, -13.826], [-20.218, -18.929, -14.924], [-19.354, -20.201, -15.679], [-18.260, -19.919, -12.937], [-18.559, -18.335, -13.566], [-15.608, -20.332, -15.389], [-17.001, -21.324, -15.131], [-16.206, -20.632, -13.733], [-19.721, -11.815, -14.530], [-18.711, -12.730, -14.356], [-18.315, -13.087, -13.011], [-17.412, -11.951, -12.468], [-17.082, -12.191, -11.072], [-16.084, -11.282, -10.510], [-14.636, -11.316, -11.118], [-14.220, -12.724, -11.199], [-13.944, -13.473, -10.014], [-19.854, -11.604, -15.591], [-19.489, -10.837, -14.108], [-20.667, -12.152, -14.106], [-17.680, -13.971, -13.065], [-19.123, -13.419, -12.360], [-17.840, -10.951, -12.529], [-16.575, -11.849, -13.159], [-16.712, -13.114, -10.898], [-15.896, -11.567, -9.475], [-16.343, -10.224, -10.475], [-13.877, -10.676, -10.669], [-14.649, -10.922, -12.134], [-13.322, -12.818, -9.403], [-13.340, -14.361, -10.202], [-14.939, -13.617, -9.594], [-17.489, -16.914, -10.905], [-18.677, -16.783, -10.186], [-18.572, -16.587, -8.810], [-18.243, -15.087, -8.488], [-18.427, -14.834, -7.086], [-17.299, -15.329, -6.246], [-15.858, -15.043, -6.646], [-15.575, -13.734, -7.181], [-15.970, -12.600, -6.306], [-17.675, -17.173, -11.947], [-16.953, -17.787, -10.532], [-16.860, -16.028, -10.821], [-17.849, -17.315, -8.440], [-19.512, -16.678, -8.267], [-19.042, -14.556, -9.005], [-17.263, -14.763, -8.838], [-18.620, -13.850, -6.964], [-17.430, -16.403, -6.113], [-17.388, -14.929, -5.236], [-15.605, -15.717, -7.465], [-15.232, -15.294, -5.790], [-17.044, -12.440, -6.215], [-15.612, -11.695, -6.797], [-15.348, -12.569, -5.411], [-21.305, -15.731, -12.891], [-22.034, -16.788, -12.155], [-21.243, -17.937, -12.096], [-21.945, -18.847, -11.163], [-21.477, -20.239, -11.248], [-20.196, -20.392, -10.574], [-19.747, -21.823, -10.469], [-18.681, -21.947, -9.620], [-18.260, -23.271, -9.254], [-21.216, -16.131, -13.902], [-20.304, -15.504, -12.525], [-21.899, -14.820, -12.832], [-20.267, -17.661, -11.696], [-21.228, -18.327, -13.114], [-23.006, -18.696, -11.361], [-21.785, -18.486, -10.147], [-21.264, -20.384, -12.224], [-20.323, -20.085, -9.536], [-19.391, -19.785, -10.989], [-19.605, -22.302, -11.438], [-20.518, -22.438, -10.005], [-17.642, -23.726, -10.027], [-19.092, -23.973, -9.300], [-17.679, -23.341, -8.334], [-16.523, -15.413, -2.549], [-17.170, -16.518, -3.168], [-18.481, -16.883, -2.837], [-19.063, -17.822, -3.894], [-18.068, -18.824, -4.440], [-18.718, -19.358, -5.678], [-17.754, -20.283, -6.427], [-16.610, -19.437, -6.848], [-15.819, -20.142, -7.796], [-16.135, -15.591, -1.546], [-17.212, -14.569, -2.581], [-15.630, -15.222, -3.145], [-19.171, -16.044, -2.743], [-18.420, -17.246, -1.811], [-19.568, -17.306, -4.710], [-19.884, -18.404, -3.476], [-17.289, -18.314, -4.832], [-19.054, -18.663, -6.448], [-19.584, -19.893, -5.289], [-18.150, -20.731, -7.338], [-17.408, -21.165, -5.887], [-14.782, -19.811, -7.749], [-16.212, -20.175, -8.812], [-15.727, -21.209, -7.597], [-20.932, -10.228, -8.517], [-19.724, -10.842, -8.499], [-19.391, -10.973, -9.730], [-19.010, -11.166, -7.560], [-21.224, -9.873, -7.618], [-21.411, -9.857, -9.325], [-18.650, -11.553, -10.096], [-20.128, -10.860, -10.412], [-15.609, -9.206, -4.635], [-16.270, -8.109, -4.392], [-17.566, -8.433, -4.338], [-15.717, -7.057, -4.306], [-16.124, -10.062, -4.788], [-14.603, -9.236, -4.553], [-18.324, -7.770, -4.260], [-17.708, -9.404, -4.099], [-15.444, -17.577, -13.447], [-14.325, -18.085, -13.085], [-13.474, -17.086, -12.853], [-14.194, -19.206, -12.688], [-15.508, -16.603, -13.705], [-16.159, -18.231, -13.733], [-13.619, -16.255, -13.408], [-12.511, -17.383, -12.786], [-19.551, -12.181, -5.117], [-18.940, -12.001, -3.992], [-19.457, -12.730, -3.129], [-18.134, -11.117, -3.798], [-20.286, -12.842, -5.323], [-19.360, -11.539, -5.874], [-19.111, -12.763, -2.181], [-20.418, -13.029, -3.213]], "atomic_forces_ev_per_a": [[-0.85, 1.26, 0.64], [-0.13, -0.69, 0.20], [1.68, -1.28, -0.21], [1.18, 0.49, -0.01], [-0.45, 0.98, 0.67], [0.10, -0.96, 0.56], [-0.98, 0.54, -1.49], [-1.13, 0.49, 0.39], [0.81, -1.41, 0.53], [-0.24, 0.11, 0.09], [0.16, -0.61, -0.59], [0.12, -0.27, 0.34], [-0.67, 0.49, -0.88], [0.06, 0.66, -0.16], [-1.06, 0.08, -0.66], [0.26, 0.01, 0.30], [0.45, 0.19, -0.17], [-0.45, -0.31, 0.25], [0.51, 0.00, -0.17], [0.46, -0.51, -0.22], [-0.14, 0.01, 0.06], [-0.04, 0.45, 0.12], [-0.57, 0.02, -0.19], [0.50, -0.29, 0.00], [-0.66, 0.98, 0.20], [1.14, -1.72, 0.55], [0.64, 1.24, -0.82], [-0.40, -0.31, 0.06], [0.72, 0.77, 0.22], [2.04, 0.49, 0.65], [-0.83, -2.06, -0.43], [0.49, 0.83, -1.79], [-0.52, 2.11, -0.14], [0.04, -0.44, -0.08], [0.08, 0.20, 0.38], [-0.25, -0.09, 0.04], [0.05, -0.08, -0.48], [-0.49, 0.63, 0.06], [-0.67, -0.04, 0.13], [0.46, -0.48, 0.05], [-0.11, -0.35, -0.35], [-0.54, -0.07, 0.23], [-0.74, -0.05, -0.20], [-0.20, -0.16, 0.94], [-0.07, -0.55, -0.35], [-0.14, -0.16, 0.71], [-0.53, -0.07, -0.46], [0.52, -0.78, 0.89], [0.47, -0.66, 0.46], [-1.73, 0.08, -0.97], [1.09, 1.43, 0.55], [-0.43, -1.17, -0.37], [0.87, -0.30, 0.81], [-0.92, 0.96, 0.50], [-0.22, 0.22, -1.23], [-0.98, 0.82, 1.51], [1.25, -0.36, -1.45], [-0.41, 0.47, 0.04], [0.50, -0.03, 0.23], [0.18, 0.08, -0.16], [0.20, 0.04, 0.52], [-0.31, -0.69, -0.55], [0.20, 0.26, -0.28], [0.13, 0.03, -0.31], [0.33, 0.11, 0.32], [0.23, -0.15, -0.14], [-0.58, 0.15, 0.02], [0.35, 0.00, -0.06], [0.23, 0.12, 0.11], [0.07, -0.55, 0.44], [-0.03, -0.09, -0.59], [-0.57, -0.61, 0.57], [-1.23, -1.30, 0.51], [0.83, 2.80, -0.39], [0.15, 0.74, -0.18], [-0.04, -0.76, 0.80], [-0.13, 0.36, 0.18], [-0.05, 0.03, 0.91], [-1.59, -1.52, -0.23], [2.65, -0.05, 1.60], [-0.47, -0.13, -1.65], [0.12, 0.53, -0.34], [0.04, -0.38, 0.46], [-0.10, -0.19, -0.22], [0.38, -0.24, -0.33], [0.60, -0.47, -0.05], [-0.24, -0.62, -0.04], [-0.06, 0.01, 0.13], [-0.07, -0.45, -0.43], [0.04, 0.32, 0.10], [0.22, 0.20, -0.15], [0.48, 0.09, -0.50], [-0.89, 0.15, -0.18], [0.55, 0.40, -0.34], [-0.52, 0.15, 0.80], [-0.46, 0.59, 0.12], [-0.54, -0.42, -0.57], [0.87, 0.04, -0.89], [0.08, 0.24, 0.71], [0.94, -1.16, 0.05], [-1.57, 1.09, -1.27], [0.82, -1.60, 0.67], [0.81, 0.74, -0.60], [-0.80, -1.35, 0.10], [0.42, -0.61, 0.20], [-0.47, -0.27, 0.34], [0.22, 0.36, 0.21], [-0.18, 0.19, -0.20], [0.02, 0.62, -0.29], [-0.38, -0.89, 0.04], [0.39, 0.68, -0.18], [0.06, -0.10, 0.45], [0.50, 0.38, 0.51], [-0.08, 0.75, 0.32], [-0.18, -0.32, -0.48], [-0.64, 0.39, -0.20], [0.32, 0.30, 0.67], [-0.20, 0.55, -0.22], [-0.19, 0.77, -0.17], [-0.23, -0.30, 0.70], [-1.92, 0.84, 3.30], [-0.27, 0.70, 0.53], [1.42, -1.25, -5.24], [-0.49, 0.17, 0.65], [-0.30, 0.05, -0.25], [0.53, -0.17, 0.26], [0.74, -0.29, 0.38], [0.30, 0.07, 0.04], [2.82, -3.91, -0.75], [-0.91, 0.36, -0.20], [-2.23, 0.53, 0.30], [0.58, 3.03, 0.43], [0.45, 0.00, 0.10], [-0.38, 0.12, -0.05], [0.53, -0.07, 0.18], [-0.93, 0.19, -0.05], [-4.81, 1.16, -2.18], [0.78, 0.32, 2.36], [3.55, 1.52, 0.06], [0.90, -2.76, -0.05], [-0.27, -0.45, -0.10], [-0.30, 0.36, -0.31], [0.41, -0.05, 0.15], [0.03, 0.25, 0.14], [-1.29, 0.43, -5.00], [0.74, 3.55, -2.66], [-2.78, -5.32, 7.86], [2.34, 0.74, 0.39], [0.43, -0.10, 0.44], [0.10, 0.04, -0.28], [0.07, 0.31, -0.20], [0.43, -0.15, -0.12]], "lowdin_charge": [-0.118, -0.162, -0.195, -0.163, -0.084, -0.139, -0.161, -0.228, -0.129, 0.097, 0.094, 0.050, 0.123, 0.095, 0.114, 0.117, 0.101, 0.100, 0.115, 0.116, 0.097, 0.101, 0.087, 0.085, -0.143, -0.185, -0.165, -0.196, -0.072, -0.191, -0.157, -0.242, -0.081, 0.093, 0.076, 0.083, 0.116, 0.107, 0.113, 0.119, 0.098, 0.101, 0.120, 0.116, 0.103, 0.090, 0.089, 0.055, -0.104, -0.214, -0.195, -0.207, -0.037, -0.178, -0.198, -0.214, -0.052, 0.055, 0.093, 0.083, 0.110, 0.121, 0.122, 0.091, 0.063, 0.099, 0.095, 0.116, 0.116, 0.054, 0.074, 0.087, -0.049, -0.190, -0.278, -0.195, -0.031, -0.207, -0.271, -0.198, -0.078, 0.073, 0.066, 0.088, 0.104, 0.088, 0.120, 0.122, 0.036, 0.124, 0.104, 0.113, 0.122, 0.080, 0.081, 0.084, -0.081, -0.218, -0.222, -0.186, -0.020, -0.211, -0.171, -0.205, -0.124, 0.085, 0.070, 0.082, 0.105, 0.119, 0.101, 0.112, 0.071, 0.101, 0.116, 0.095, 0.118, 0.087, 0.080, 0.074, 0.147, -0.697, 0.180, 0.028, 0.108, 0.107, 0.066, 0.112, 0.153, -0.788, 0.155, 0.046, 0.076, 0.117, 0.109, 0.035, 0.184, -0.793, 0.151, 0.060, 0.121, 0.069, 0.098, 0.110, 0.179, -0.806, 0.181, 0.034, 0.123, 0.054, 0.130, 0.129]}

***

Entry 4:
{"formula": "C5H5N3O", "method": "ωB97M-V/def2-TZVPD", "orbital_gap_ev": 9.0, "smiles": "[H]/N=C\\N=C/NC(=O)C#C", "fmax_ev_per_a": 4.98, "e_above_lowest_kj_mol": 479.34, "symbols": ["H", "N", "C", "N", "C", "N", "C", "O", "C", "C", "H", "H", "H", "H"], "positions_angstrom": [[1.085, -0.437, 1.901], [1.869, 0.338, 1.357], [1.933, 0.339, 0.049], [1.534, -0.848, -0.585], [0.465, -1.507, -0.610], [-0.829, -1.288, -0.163], [-1.404, -0.006, 0.118], [-2.576, -0.167, 0.605], [-0.660, 1.241, -0.194], [-0.413, 2.354, -0.694], [2.631, 1.068, -0.565], [0.616, -2.373, -1.225], [-1.550, -1.936, -0.115], [0.276, 3.078, -1.106]], "atomic_forces_ev_per_a": [[3.10, 2.52, -2.79], [-1.93, -0.34, 0.18], [0.35, -1.74, 2.83], [0.36, 1.54, -1.02], [0.15, -0.51, -1.06], [2.07, 4.53, 0.03], [-3.22, -2.62, 1.76], [3.85, 2.25, -1.72], [-1.24, 2.08, -1.38], [0.51, -3.44, 1.38], [-1.66, -1.49, 1.46], [-0.64, -1.05, 0.21], [-0.97, -1.82, -0.07], [-0.72, 0.09, 0.18]], "nbo_charge": [0.338, -0.649, 0.223, -0.485, 0.288, -0.625, 0.608, -0.552, -0.132, -0.093, 0.210, 0.188, 0.432, 0.250]}

***

Entry 5:
{"formula": "C4H4NO3", "method": "ωB97M-V/def2-TZVPD", "orbital_gap_ev": 6.6, "charge": -1, "fmax_ev_per_a": 4.34, "e_above_lowest_kj_mol": 201.42, "symbols": ["C", "C", "C", "C", "N", "O", "O", "O", "H", "H", "H", "H"], "positions_angstrom": [[3.174, 1.008, 0.205], [2.697, -0.658, -1.421], [0.921, -0.225, 0.118], [-0.552, 0.048, -0.008], [3.425, 0.205, -0.710], [3.301, 1.783, 1.078], [3.182, -1.220, -2.364], [1.511, -0.956, -1.048], [1.073, -1.066, 0.944], [-1.157, -0.730, -0.469], [-0.861, 0.951, -0.561], [-0.947, 0.183, 1.056]], "atomic_forces_ev_per_a": [[-1.80, -1.78, -0.36], [-0.05, -0.89, -0.61], [1.74, -1.41, 1.83], [-0.70, 0.36, 0.81], [2.25, 3.12, 2.02], [0.40, 0.06, -0.46], [0.92, -0.80, -1.72], [-3.06, 0.42, 0.93], [-0.53, 1.64, -1.22], [-0.15, -0.63, -0.05], [0.49, 0.05, 0.14], [0.49, -0.14, -1.29]], "nbo_charge": [0.903, 0.878, -0.348, -0.655, -0.671, -0.564, -0.663, -0.521, 0.111, 0.161, 0.174, 0.195]}